A 13-piece molecular cluster, C5H38N2O13 overall. Source: the OMol25 dataset; level of theory: wB97M-V/def2-TZVPD.

Summary:
* strongest force on any atom: 2.2 eV/Å
* net charge: 0
* E_tot: -35399.8405 eV
* highest occupied orbital energy: -0.3372 Ha
* orbital gap: 9.36 eV
* E_LUMO: 0.179 eV

Each atom is followed by the atoms it is bonded to, with distances in Å.
Element x y z (Å)
1 C -2.85262 0.78133 -3.05107  C2 1.537, H9 1.090, H10 1.094, H11 1.086
2 C -2.75491 0.40116 -1.56543  C1 1.537, C3 1.576, N6 1.447, H12 1.091
3 C -2.02439 -0.98989 -1.44435  C2 1.576, C4 1.520, H13 1.088, H14 1.086
4 C -0.58423 -1.05254 -1.92493  C3 1.520, O5 1.431, H15 1.087, H16 1.097
5 O -0.38728 -1.02172 -3.34241  C4 1.431, H17 0.964
6 N -2.14862 1.51857 -0.87332  C2 1.447, C7 1.441, H18 1.018
7 C -2.25495 1.42214 0.56099  N6 1.441, N8 1.471, H19 1.101, H20 1.080
8 N -1.81096 2.66836 1.20432  C7 1.471, H21 1.014, H22 1.013
9 H -3.57615 1.58614 -3.17949  C1 1.090
10 H -1.89468 1.23336 -3.32640  C1 1.094
11 H -2.96274 -0.01862 -3.77788  C1 1.086
12 H -3.76589 0.21072 -1.20111  C2 1.091
13 H -2.09100 -1.31690 -0.40930  C3 1.088
14 H -2.60117 -1.67366 -2.06063  C3 1.086
15 H -0.16610 -2.02306 -1.67088  C4 1.087
16 H 0.04591 -0.23036 -1.56465  C4 1.097
17 H -0.46632 -0.14925 -3.74440  O5 0.964
18 H -1.17646 1.61208 -1.16005  N6 1.018
19 H -3.32698 1.27491 0.76492  C7 1.101
20 H -1.82635 0.54524 1.02374  C7 1.080
21 H -1.80472 3.38273 0.48538  N8 1.014
22 H -2.48632 2.95620 1.90285  N8 1.013
23 H 0.12773 2.25849 -2.60704  O25 0.968
24 H 1.46043 1.74813 -3.02393  O25 0.969
25 O 0.52124 1.63234 -3.23212  H23 0.968, H24 0.969
26 H 2.39371 -0.18402 1.89136  O28 0.958
27 H 3.23973 0.15312 0.52773  O28 0.983
28 O 2.40728 0.25563 1.04041  H26 0.958, H27 0.983
29 H 2.72001 -2.14213 -0.77971  O31 0.972
30 H 3.29552 -3.54190 -0.86289  O31 0.963
31 O 3.42368 -2.65352 -1.21301  H29 0.972, H30 0.963
32 H 5.02490 -0.04309 -0.72574  O34 0.969
33 H 4.56646 -1.47541 -0.45533  O34 0.984
34 O 4.75858 -0.62560 0.00141  H32 0.969, H33 0.984
35 H 0.42889 3.72055 3.19313  O37 0.965
36 H -0.17545 2.66468 2.27145  O37 0.991
37 O 0.26823 2.77026 3.15080  H35 0.965, H36 0.991
38 H 3.28766 -1.12215 -2.51603  O40 0.969
39 H 2.88644 -0.42520 -3.78058  O40 0.966
40 O 3.08949 -0.23651 -2.85553  H38 0.969, H39 0.966
41 H 1.38822 -1.43162 0.67670  O43 0.965
42 H 0.76316 -2.75962 1.31441  O43 0.964
43 O 1.44884 -2.39207 0.74470  H41 0.965, H42 0.964
44 H 0.01595 1.45237 4.36372  O46 0.981
45 H 1.08893 0.39046 4.12687  O46 0.962
46 O 0.21874 0.50610 4.52158  H44 0.981, H45 0.962
47 H -0.65182 -4.45370 1.94402  O49 0.968
48 H -0.48543 -3.19391 2.72507  O49 0.970
49 O -0.05738 -4.05428 2.59484  H47 0.968, H48 0.970
50 H 1.63631 2.21961 1.03778  O52 0.976
51 H 2.44732 3.33951 0.54216  O52 0.966
52 O 1.52044 3.06805 0.56968  H50 0.976, H51 0.966
53 H -2.46049 -1.97016 2.30519  O55 0.976
54 H -3.73859 -1.49102 2.12123  O55 0.973
55 O -3.27439 -2.31535 1.89283  H53 0.976, H54 0.973
56 H -0.28590 -0.29789 3.10511  O58 0.993
57 H -0.12394 0.12989 1.57877  O58 0.959
58 O -0.25762 -0.61698 2.16505  H56 0.993, H57 0.959

Results of the Mulliken charge analysis, in e, for atoms 1 through 5:
1 C -1.597
2 C 0.245
3 C -0.723
4 C 0.070
5 O -0.666

A 13-piece molecular cluster, C5H38N3O12 overall. Source: the OMol25 dataset; level of theory: wB97M-V/def2-TZVPD.

Summary:
* strongest force on any atom: 2.7 eV/Å
* net charge: +1
* E_tot: -34837.7142 eV
* highest occupied orbital energy: -0.4421 Ha
* orbital gap: 9.64 eV
* E_LUMO: -2.394 eV

Each atom is followed by the atoms it is bonded to, with distances in Å.
Element x y z (Å)
1 C -1.25377 1.58426 2.75533  C2 1.527, N8 1.472, H9 1.110, H10 1.109
2 C 0.18933 1.61015 2.25665  C1 1.527, C3 1.529, H11 1.131, H12 1.086
3 C 0.33071 1.92491 0.76695  C2 1.529, C4 1.534, H13 1.107, H14 1.094
4 C 0.50669 0.61608 -0.01335  C3 1.534, N5 1.459, H15 1.106, H16 1.104
5 N 1.74049 -0.05954 0.37224  C4 1.459, C6 1.320, H17 1.076
6 C 2.02127 -1.23668 -0.15394  N5 1.320, N7 1.322, H18 1.091
7 N 1.12905 -2.05361 -0.68769  C6 1.322, H19 1.014, H20 1.026
8 N -2.20432 0.84147 1.91152  C1 1.472, H21 1.010, H22 1.008
9 H -1.38973 1.15217 3.76836  C1 1.110
10 H -1.62916 2.62558 2.81730  C1 1.109
11 H 0.62448 2.30868 3.03297  C2 1.131
12 H 0.72221 0.73377 2.61350  C2 1.086
13 H 1.17807 2.58961 0.51017  C3 1.107
14 H -0.57099 2.43340 0.41368  C3 1.094
15 H -0.40555 0.00054 0.09231  C4 1.106
16 H 0.55687 0.90225 -1.07852  C4 1.104
17 H 2.48657 0.27531 1.07214  N5 1.076
18 H 3.06076 -1.53823 -0.01914  C6 1.091
19 H 1.46682 -2.80894 -1.27414  N7 1.014
20 H 0.29512 -1.66804 -1.14422  N7 1.026
21 H -1.76731 -0.03792 1.67635  N8 1.010
22 H -2.38191 1.34390 1.05537  N8 1.008
23 H 1.57645 -1.95151 4.04697  O25 0.956
24 H 1.44547 -1.08599 2.74727  O25 0.961
25 O 2.06165 -1.49155 3.36335  H23 0.956, H24 0.961
26 H 3.87860 1.42293 2.59294  O28 0.960
27 H 3.10828 0.00495 2.80303  O28 0.976
28 O 3.17470 0.83927 2.30155  H26 0.960, H27 0.976
29 H 1.64582 2.29381 -2.89526  O31 0.990
30 H 2.28629 3.72163 -2.79355  O31 0.968
31 O 2.00043 2.96587 -2.26079  H29 0.990, H30 0.968
32 H 0.33911 -1.18984 -3.08363  O34 1.001
33 H 0.82545 -2.22714 -4.16423  O34 0.964
34 O 1.08789 -1.42006 -3.70658  H32 1.001, H33 0.964
35 H -0.57952 3.58979 -2.97678  O37 0.968
36 H -0.94802 4.51583 -1.87077  O37 0.969
37 O -1.34849 4.06193 -2.62767  H35 0.968, H36 0.969
38 H -1.56598 -1.16704 -1.66557  O40 0.974
39 H -1.17687 0.27450 -2.20146  O40 0.979
40 O -0.95637 -0.67859 -2.24752  H38 0.974, H39 0.979
41 H -1.28068 -3.39919 -0.16217  O43 0.982
42 H -0.83487 -4.58442 0.58479  O43 0.971
43 O -0.44431 -3.80796 0.15159  H41 0.982, H42 0.971
44 H -0.11095 -2.72678 1.45933  O46 0.991
45 H 0.15522 -3.09755 2.96945  O46 0.965
46 O -0.22761 -2.42341 2.39533  H44 0.991, H45 0.965
47 H -2.96065 -1.25503 2.37736  O49 0.972
48 H -1.87419 -2.38592 2.27018  O49 0.995
49 O -2.81871 -2.16070 2.05459  H47 0.972, H48 0.995
50 H -3.41679 -2.34587 -1.00679  O52 0.965
51 H -2.95270 -2.32428 0.49110  O52 1.020
52 O -2.62217 -2.23542 -0.47018  H50 0.965, H51 1.020
53 H 2.07506 1.40557 -4.85454  O55 0.959
54 H 1.33640 0.29659 -3.94291  O55 0.983
55 O 1.41324 1.24770 -4.17842  H53 0.959, H54 0.983
56 H -2.60728 1.55317 -2.69518  O58 0.972
57 H -2.08456 2.59026 -1.77401  O58 0.980
58 O -2.30500 1.63534 -1.77463  H56 0.972, H57 0.980

Results of the Mulliken charge analysis, in e, for atoms 1 through 5:
1 C -0.963
2 C 0.165
3 C -0.649
4 C 0.835
5 N 0.246

A 15-piece molecular cluster, C5H38O16 overall. Source: the OMol25 dataset; level of theory: wB97M-V/def2-TZVPD.

Summary:
* strongest force on any atom: 4.2 eV/Å
* net charge: 0
* E_tot: -38559.9507 eV
* highest occupied orbital energy: -0.3705 Ha
* orbital gap: 10.16 eV
* E_LUMO: 0.079 eV

Each atom is followed by the atoms it is bonded to, with distances in Å.
Element x y z (Å)
1 O -4.41734 0.39092 0.88557  C2 1.239
2 C -4.11927 0.67779 -0.28208  O1 1.239, C3 1.453, H8 1.045
3 C -3.21542 -0.18630 -1.02203  C2 1.453, C4 1.566, H9 1.096, H10 1.107
4 C -1.84648 0.51032 -1.32642  C3 1.566, C5 1.503, H11 1.065, H12 1.145
5 C -1.01868 0.98833 -0.16611  C4 1.503, C6 1.492, H13 1.093, H14 1.160
6 C -0.52076 -0.20142 0.58301  C5 1.492, O7 1.394, H15 1.144, H16 1.167
7 O 0.45655 -0.91978 -0.10306  C6 1.394, H43 1.101
8 H -4.63718 1.49289 -0.68188  C2 1.045
9 H -3.19194 -1.16663 -0.53169  C3 1.096
10 H -3.66051 -0.49096 -1.98926  C3 1.107
11 H -1.15598 -0.03548 -1.92562  C4 1.065
12 H -2.13152 1.52454 -1.77539  C4 1.145
13 H -1.61710 1.69837 0.41016  C5 1.093
14 H -0.00431 1.47611 -0.44867  C5 1.160
15 H -0.21383 0.22793 1.59838  C6 1.144
16 H -1.47540 -0.85811 0.72007  C6 1.167
17 H 3.53476 -0.42204 0.16526  O44 0.978
18 H 0.62871 0.77849 -3.32331  O20 0.952
19 H 1.37820 1.74144 -4.45576  O20 1.014
20 O 0.66420 1.63227 -3.74341  H18 0.952, H19 1.014
21 H 1.11007 -0.73469 -1.72033  O23 1.003
22 H 1.86465 -1.18956 -2.99965  O23 0.954
23 O 1.50621 -0.40968 -2.58221  H21 1.003, H22 0.954
24 H -1.34961 -2.58683 0.50981  O26 0.961
25 H -2.45248 -3.51458 0.89794  O26 0.945
26 O -1.68650 -3.47202 0.34670  H24 0.961, H25 0.945
27 H 3.45201 0.51303 2.20491  O29 0.969
28 H 3.60134 1.07986 3.55307  O29 0.931
29 O 3.82878 1.27476 2.67132  H27 0.969, H28 0.931
30 H 2.84079 3.56600 1.54032  O32 0.941
31 H 3.04386 3.31575 0.04240  O32 0.965
32 O 2.48074 3.75534 0.69134  H30 0.941, H31 0.965
33 H -0.27211 -2.58396 -1.63848  O35 0.979
34 H -0.72448 -3.39103 -2.94198  O35 1.016
35 O -0.44334 -2.47790 -2.59692  H33 0.979, H34 1.016
36 H 2.02082 2.56584 -1.52270  O38 0.923
37 H 1.76406 1.11181 -1.47711  O38 1.005
38 O 2.42390 1.80931 -1.18178  H36 0.923, H37 1.005
39 H 2.00616 -1.64010 3.86366  O41 0.997
40 H 0.98322 -0.67042 3.01120  O41 1.006
41 O 1.93172 -0.81040 3.31521  H39 0.997, H40 1.006
42 H 2.78801 0.93873 0.12929  O44 0.972
43 H 1.49210 -0.74993 0.22947  O7 1.101
44 O 2.85063 0.10494 0.62421  H17 0.978, H42 0.972
45 H 0.12880 -5.07779 1.99363  O47 0.923
46 H 0.69536 -4.30241 0.82611  O47 0.928
47 O 0.52838 -4.28631 1.73848  H45 0.923, H46 0.928
48 H 0.94524 4.33811 -0.74748  O50 0.908
49 H -0.01072 3.85010 -1.85390  O50 0.949
50 O 0.88509 3.91246 -1.54746  H48 0.908, H49 0.949
51 H -3.48090 -0.66343 2.45844  O53 1.008
52 H -3.42995 -1.57106 3.58079  O53 0.952
53 O -2.87688 -1.37917 2.83065  H51 1.008, H52 0.952
54 H 0.20143 -2.36021 4.19087  O56 0.927
55 H 0.94317 -3.42620 3.42991  O56 0.946
56 O 0.94250 -2.91611 4.22663  H54 0.927, H55 0.946
57 H -1.77281 3.37847 -3.43189  O59 0.904
58 H -0.66706 2.66741 -2.66579  O59 1.002
59 O -1.52888 3.17322 -2.58644  H57 0.904, H58 1.002

Results of the Mulliken charge analysis, in e, for atoms 1 through 5:
1 O -0.556
2 C -0.216
3 C -0.408
4 C -0.711
5 C -0.127